Version i
{
  "formula": "C2H29HgO13",
  "method": "the ωB97M-V functional and the def2-TZVPD basis",
  "charge": 1,
  "lumo_ev": -8.8,
  "symbols": ["Hg", "C", "C", "O", "H", "H", "H", "H", "H", "O", "H", "H", "O", "H", "H", "O", "H", "H", "O", "H", "H", "O", "H", "H", "O", "H", "H", "O", "H", "H", "O", "H", "H", "O", "H", "H", "O", "H", "H", "O", "H", "H", "O", "H", "H"],
  "positions_angstrom": [[1.51, -4.04, 1.23], [0.26, 0.55, -0.01], [0.24, -1.00, -0.03], [1.35, -1.85, 0.29], [1.19, 1.11, -0.09], [-0.17, 0.95, 0.91], [-0.38, 1.02, -0.76], [-0.15, -1.13, -1.04], [-0.62, -1.34, 0.56], [-0.59, -4.37, 0.43], [-0.62, -5.14, -0.14], [-1.39, -3.88, 0.20], [1.68, 1.83, -3.30], [2.33, 1.46, -2.70], [1.47, 2.69, -2.92], [-1.59, -1.54, -3.03], [-1.09, -1.76, -2.24], [-2.00, -0.70, -2.82], [-0.71, 4.05, 1.68], [-1.03, 4.89, 2.02], [-1.47, 3.48, 1.69], [3.46, 1.20, -1.40], [4.41, 1.25, -1.33], [3.18, 0.71, -0.63], [-3.24, 1.09, 0.74], [-3.84, 1.17, 1.48], [-2.39, 0.89, 1.14], [-2.99, 0.45, -2.12], [-3.06, 0.63, -1.18], [-2.92, 1.32, -2.53], [2.70, -2.06, -2.30], [2.23, -2.09, -1.46], [3.25, -1.28, -2.23], [-2.00, 2.26, 3.40], [-1.07, 2.04, 3.27], [-2.16, 2.08, 4.32], [-3.07, -2.39, -0.80], [-3.32, -1.81, -0.08], [-2.99, -1.80, -1.55], [3.77, -0.60, 1.03], [4.53, -1.12, 0.77], [3.02, -1.10, 0.73], [1.07, 1.35, 3.71], [1.81, 1.95, 3.78], [1.43, 0.56, 3.31]]
}



Version ii
{
  "formula": "C2H29HgO13",
  "method": "the ωB97M-V functional and the def2-TZVPD basis",
  "charge": 1,
  "lumo_ev": -6.1,
  "symbols": ["Hg", "C", "C", "O", "H", "H", "H", "H", "H", "O", "H", "H", "O", "H", "H", "O", "H", "H", "O", "H", "H", "O", "H", "H", "O", "H", "H", "O", "H", "H", "O", "H", "H", "O", "H", "H", "O", "H", "H", "O", "H", "H", "O", "H", "H"],
  "positions_angstrom": [[-15.92, 2.34, 9.50], [-14.06, 3.30, 13.40], [-15.05, 3.27, 12.24], [-14.47, 2.48, 11.27], [-13.99, 2.32, 13.91], [-14.53, 3.96, 14.20], [-13.11, 3.71, 12.95], [-15.24, 4.23, 11.84], [-15.94, 2.72, 12.64], [-13.54, 1.53, 8.77], [-13.16, 0.64, 8.75], [-12.77, 2.00, 8.54], [-12.09, 1.66, 16.24], [-12.08, 2.34, 15.57], [-12.54, 0.94, 15.76], [-17.53, 1.18, 10.79], [-18.08, 0.49, 10.48], [-16.95, 0.79, 11.42], [-14.69, 4.31, 8.96], [-14.76, 4.94, 8.25], [-14.34, 4.76, 9.67], [-14.73, 7.17, 11.98], [-15.24, 7.40, 11.21], [-15.06, 6.46, 12.54], [-10.84, 3.21, 13.64], [-11.42, 3.40, 12.95], [-11.11, 3.75, 14.40], [-11.94, 3.20, 10.86], [-11.70, 3.30, 9.92], [-12.88, 3.00, 10.91], [-12.16, 4.87, 15.55], [-11.63, 5.67, 15.49], [-12.76, 5.12, 16.22], [-11.03, 5.50, 11.75], [-10.48, 5.38, 12.54], [-11.30, 4.58, 11.49], [-12.67, 0.63, 12.59], [-13.25, 1.34, 12.82], [-13.19, 0.30, 11.87], [-15.78, 0.30, 12.76], [-15.42, -0.21, 13.47], [-15.40, 1.21, 12.73], [-17.44, 4.19, 9.91], [-18.03, 4.40, 10.65], [-17.89, 4.50, 9.13]]
}



Which structure is most stable? version ii, by 0.0526 hartree over the runner-up.



Version i
{
  "formula": "C2H7N2O2P",
  "method": "the ωB97M-V functional and the def2-TZVPD basis",
  "lumo_ev": [-0.7, -0.2],
  "symbols": ["C", "C", "N", "N", "O", "O", "P", "H", "H", "H", "H", "H", "H", "H"],
  "positions_angstrom": [[1.63, -0.18, 0.34], [2.37, 0.82, -0.50], [-1.80, -0.64, 1.58], [-1.92, -0.60, -1.17], [1.95, -1.25, 0.75], [-1.66, 1.54, 0.18], [-1.23, 0.12, 0.17], [2.90, 0.29, -1.34], [3.20, 1.22, 0.07], [1.60, 1.56, -0.89], [-2.03, 0.02, 2.29], [-1.16, -1.38, 1.85], [-2.58, -0.20, -1.75], [-1.28, -1.32, -1.58]]
}



Version ii
{
  "formula": "C2H7N2O2P",
  "method": "the ωB97M-V functional and the def2-TZVPD basis",
  "lumo_ev": 0.7,
  "symbols": ["C", "C", "O", "P", "N", "N", "O", "H", "H", "H", "H", "H", "H", "H"],
  "positions_angstrom": [[1.64, 0.82, 0.32], [0.89, -0.48, 0.46], [1.41, -1.53, 0.77], [-1.07, -0.17, 0.21], [-1.98, -1.49, 0.45], [-0.80, 0.15, -1.34], [-1.51, 1.02, 0.95], [2.09, 0.91, -0.76], [2.48, 0.88, 1.06], [0.93, 1.70, 0.46], [-1.70, -2.47, 0.28], [-2.88, -1.35, 0.99], [-0.92, 1.20, -1.29], [-1.02, -0.37, -2.22]]
}



Which structure is most stable? version ii, by 0.0719 hartree over the runner-up.



Version i
{
  "formula": "C8H13NO3",
  "method": "the ωB97M-V functional and the def2-TZVPD basis",
  "lumo_ev": 0.6,
  "symbols": ["C", "C", "O", "N", "C", "C", "H", "H", "H", "H", "H", "H", "H", "H", "H", "O", "C", "C", "C", "C", "O", "H", "H", "H", "H"],
  "positions_angstrom": [[2.61, -1.97, -0.27], [2.41, -0.48, -0.38], [1.42, 0.00, -0.92], [3.41, 0.34, 0.11], [4.62, -0.15, 0.72], [3.20, 1.77, -0.08], [2.69, -2.29, 0.77], [1.76, -2.47, -0.72], [3.52, -2.32, -0.80], [5.26, 0.68, 1.01], [4.38, -0.74, 1.62], [5.19, -0.77, 0.03], [4.09, 2.29, 0.31], [2.31, 2.08, 0.46], [3.06, 1.99, -1.14], [-5.00, -0.96, 0.06], [-3.98, -0.32, 0.07], [-3.83, 1.11, -0.19], [-2.57, 1.43, 0.07], [-1.78, 0.18, 0.31], [-2.79, -0.85, 0.36], [-4.67, 1.71, -0.52], [-2.15, 2.44, 0.02], [-1.25, 0.19, 1.28], [-1.10, -0.05, -0.52]]
}



Version ii
{
  "formula": "C8H13NO3",
  "method": "the ωB97M-V functional and the def2-TZVPD basis",
  "lumo_ev": 0.3,
  "symbols": ["C", "C", "C", "O", "O", "C", "C", "C", "C", "C", "N", "O", "H", "H", "H", "H", "H", "H", "H", "H", "H", "H", "H", "H", "H"],
  "positions_angstrom": [[-3.60, 1.57, 0.00], [-2.48, 0.61, -0.01], [-2.46, -0.99, -0.01], [-3.46, -1.86, 0.01], [-1.19, -1.33, -0.01], [-0.41, -0.22, -0.01], [1.09, -0.29, 0.00], [1.60, 0.40, 1.27], [1.62, 0.46, -1.24], [1.54, -1.75, -0.04], [-1.15, 0.89, 0.00], [-0.69, 2.07, 0.00], [-3.66, 2.07, 0.96], [-3.42, 2.33, -0.76], [-4.54, 1.06, -0.21], [-3.11, -2.76, 0.01], [2.69, 0.36, 1.30], [1.29, 1.44, 1.27], [1.21, -0.08, 2.16], [2.70, 0.51, -1.20], [1.32, -0.05, -2.15], [1.22, 1.47, -1.25], [2.62, -1.79, -0.08], [1.21, -2.27, 0.86], [1.13, -2.26, -0.91]]
}



Which structure is most stable? version i, by 0.1054 hartree over the runner-up.